Model 1:
{"formula": "C2H7NS2", "method": "the ωB97M-V functional and the def2-TZVPD basis", "symbols": ["C", "C", "N", "S", "S", "H", "H", "H", "H", "H", "H", "H"], "positions_angstrom": [[-1.43234, 0.51690, 2.56476], [2.24915, -0.77532, -3.40755], [-0.49404, 0.43265, 1.43691], [1.24894, -1.42637, -2.32325], [-1.04732, 0.57944, -0.22463], [-2.28570, -0.29638, 2.46275], [-0.83193, 0.26416, 3.42215], [-2.09158, 1.40065, 2.80166], [1.88921, 0.10954, -4.01644], [3.34065, -1.17083, -3.54115], [0.23668, 1.09348, 1.54529], [-0.78171, -0.72792, -0.72050]], "lumo_energy_ev": -0.4, "spin_multiplicity": 1, "smiles": "C=S.CNS", "homo_energy_ev": -8.77, "total_charge": 0}

Model 2:
{"formula": "C2H7NS2", "method": "the ωB97M-V functional and the def2-TZVPD basis", "symbols": ["C", "C", "N", "S", "S", "H", "H", "H", "H", "H", "H", "H"], "positions_angstrom": [[0.78914, 1.55436, 1.16044], [-0.37777, -1.24677, -0.90121], [0.27685, 1.12754, -0.13818], [-0.99074, -2.70563, -0.00316], [-1.22147, 0.26891, -0.18917], [-0.04561, 2.21819, 1.66165], [1.00341, 0.74841, 1.74497], [1.73858, 2.04521, 1.04505], [-0.58134, -1.50837, -1.97869], [0.67613, -1.10474, -0.70493], [0.37391, 1.97606, -0.71180], [-1.64108, -3.37318, -0.98496]], "lumo_energy_ev": 0.8, "spin_multiplicity": 1, "smiles": "CNSCS", "homo_energy_ev": -8.71, "total_charge": 0}

Model 3:
{"formula": "C2H7NS2", "method": "the ωB97M-V functional and the def2-TZVPD basis", "symbols": ["C", "C", "N", "S", "S", "H", "H", "H", "H", "H", "H", "H"], "positions_angstrom": [[2.10961, 0.04391, 0.06800], [-1.76353, -0.23067, 0.68859], [0.82986, 0.23278, -0.57943], [-3.26056, -0.06924, -0.21692], [-0.27568, 1.28575, 0.09914], [2.52269, -0.91630, -0.24674], [2.83193, 0.83260, -0.16566], [1.95219, 0.02528, 1.14396], [-1.19128, -1.11489, 0.46576], [-1.92208, -0.03397, 1.73612], [0.91211, 0.32769, -1.58396], [-2.74526, -0.38295, -1.40886]], "lumo_energy_ev": 0.7, "spin_multiplicity": 1, "smiles": "CNSCS", "homo_energy_ev": -8.16, "total_charge": 0}

Model 4:
{"formula": "C2H7NS2", "method": "the ωB97M-V functional and the def2-TZVPD basis", "symbols": ["S", "S", "H", "H", "C", "C", "N", "H", "H", "H", "H", "H"], "positions_angstrom": [[-0.28529, -3.26799, -1.29154], [-2.13309, -2.87569, -1.60396], [0.47100, -2.17786, -1.53739], [-2.49772, -2.29416, -0.44165], [1.52173, 1.85343, 0.57613], [-0.56148, 0.65067, 0.51992], [0.63532, 0.68821, 0.16738], [2.56383, 1.65596, 0.63848], [1.26456, 2.12825, 1.62457], [1.33339, 2.68796, -0.09640], [-0.99077, -0.34880, 0.33356], [-1.32149, 1.30002, 1.11090]], "lumo_energy_ev": 0.7, "spin_multiplicity": 1, "smiles": "C=NC.SS", "homo_energy_ev": -9.28, "total_charge": 0}

The most stable of them is model 2.

Model 1:
{"formula": "C4H11N2O", "method": "the ωB97M-V functional and the def2-TZVPD basis", "symbols": ["N", "C", "C", "N", "C", "C", "O", "H", "H", "H", "H", "H", "H", "H", "H", "H", "H", "H"], "positions_angstrom": [[2.24236, -0.27635, 0.35952], [1.30925, -1.05584, 1.15355], [-0.21525, -0.71869, 0.74050], [-0.31646, 0.69532, 0.69479], [-1.25609, 1.19077, -0.33638], [-0.96237, 0.70345, -1.70905], [-1.83287, -0.49333, -1.87506], [1.52999, 0.16704, -0.32889], [2.78064, -0.95164, -0.21485], [1.41454, -2.11498, 1.06857], [1.46855, -0.91392, 2.22743], [-1.03728, -1.20364, 1.31761], [-0.32503, -1.07520, -0.27234], [-0.53377, 1.04511, 1.57896], [-1.20931, 2.26156, -0.21025], [-2.20154, 0.97473, 0.16346], [-1.01797, 1.39282, -2.53988], [0.16260, 0.37280, -1.81769]], "lumo_energy_ev": 4.1, "spin_multiplicity": 1, "smiles": "NCCNCC[O-]", "homo_energy_ev": -2.32, "total_charge": -1}

Model 2:
{"formula": "C4H11N2O", "method": "the ωB97M-V functional and the def2-TZVPD basis", "symbols": ["C", "O", "C", "N", "H", "H", "H", "H", "H", "H", "C", "C", "N", "H", "H", "H", "H", "H"], "positions_angstrom": [[-0.44589, 1.23010, -0.32947], [-0.78363, 0.47567, 0.73674], [0.92773, 1.88809, -0.15148], [1.27809, 2.78488, -1.29035], [-0.36949, 0.64404, -1.30196], [-1.17875, 2.06044, -0.55014], [0.92320, 2.44622, 0.79254], [1.69447, 1.11383, -0.08124], [0.49748, 3.40761, -1.48116], [2.00603, 3.40796, -0.94965], [-1.54190, -2.16863, 0.52063], [0.68547, -2.80004, 0.56402], [-0.40299, -2.83990, -0.07934], [-1.65787, -1.26728, -0.07427], [-1.44439, -1.87318, 1.56759], [-2.42976, -2.79571, 0.39253], [1.53768, -3.32075, 0.13449], [0.70452, -2.39336, 1.58051]], "lumo_energy_ev": 4.2, "spin_multiplicity": 1, "homo_energy_ev": -2.46, "total_charge": -1}

The most stable of them is model 2.